(1)
C41H45N5O2Ru as an isolated structure, computed with the ωB97M-V functional and the def2-TZVPD basis.

* spin multiplicity: 6
* <S²>: 8.806
* net charge: +1
* orbital gap (spin up / spin down): 0.16840 / 0.16568 Eh

Geometry as XYZ:
```
94
Properties=species:S:1:pos:R:3:lowdin_spin:R:1
Ru 0.28923 -0.40191 0.31894 2.446
C 1.44339 1.76269 -3.70301 0.002
C 1.23077 0.39974 -3.04511 0.016
C 2.29443 -0.58966 -3.52843 0.002
C -0.15009 -0.18121 -3.26113 0.011
C -0.92149 0.20356 -4.35698 0.000
C -2.15352 -0.40539 -4.63820 0.010
C -2.62560 -1.40106 -3.82074 0.000
C -1.89571 -1.81256 -2.69289 0.013
C -2.42785 -2.91104 -1.82051 0.002
C -3.88450 -2.65042 -1.41666 0.002
C -2.30510 -4.26151 -2.53504 0.001
C -0.65943 -1.18472 -2.43188 0.021
N 0.07925 -1.56665 -1.29646 0.137
C 0.74339 -2.76969 -1.32473 0.021
O 0.70790 -3.60414 -2.21543 0.069
C 1.63982 -2.93116 -0.11746 0.009
C 2.48390 -4.00248 0.12702 -0.003
C 3.32156 -3.93509 1.23825 0.008
C 3.32036 -2.80364 2.05949 -0.003
C 2.44122 -1.77863 1.75727 0.008
N 1.62770 -1.87835 0.70901 0.001
C 2.35265 -0.45357 2.46736 0.024
O 3.07945 -0.15386 3.39287 0.097
N 1.37557 0.37256 1.92416 0.275
C 1.49001 1.74745 2.06957 0.165
C 0.36765 2.46027 2.55295 0.103
C 0.46458 3.83680 2.66451 0.002
C 1.61702 4.50504 2.28349 0.153
C 2.70426 3.80656 1.77769 0.007
C 2.67234 2.42766 1.65701 0.099
C 3.82334 1.70104 0.99712 0.008
C 3.99062 2.16445 -0.45355 0.005
C 5.11445 1.87679 1.78993 0.005
C -0.81876 1.69224 3.08061 0.012
C -0.59307 1.38275 4.56478 0.009
C -2.15042 2.40536 2.86146 0.004
H 2.39327 2.18109 -3.38023 0.000
H 0.65137 2.46547 -3.45265 0.000
H 1.49160 1.67964 -4.78832 0.001
H 1.38158 0.53737 -1.94676 0.015
H 2.21064 -0.73096 -4.60631 0.001
H 2.18683 -1.56888 -3.06383 0.000
H 3.29093 -0.20892 -3.31576 0.000
H -0.56107 0.97774 -5.01461 0.000
H -2.72179 -0.10006 -5.50475 0.001
H -3.56485 -1.87804 -4.04626 0.000
H -1.82342 -2.93979 -0.90663 0.000
H -4.55798 -2.79366 -2.25835 0.000
H -4.02609 -1.63653 -1.03721 0.001
H -4.18086 -3.35191 -0.64151 0.000
H -2.93237 -4.27704 -3.42590 0.000
H -2.64841 -5.05363 -1.87532 0.000
H -1.27957 -4.46848 -2.83026 0.000
H 2.47579 -4.84255 -0.55094 0.000
H 3.99073 -4.75382 1.45581 0.000
H 3.97578 -2.70280 2.90954 0.000
H -0.36167 4.40274 3.06558 -0.002
H 1.66709 5.58101 2.37376 0.008
H 3.57559 4.35554 1.45125 -0.001
H 3.59088 0.63200 0.95294 0.002
H 4.30042 3.20681 -0.50265 0.000
H 3.05872 2.06348 -1.01100 0.001
H 4.75515 1.56744 -0.95188 0.000
H 5.41653 2.92361 1.80556 0.000
H 5.91914 1.30828 1.32377 0.001
H 4.99391 1.53817 2.81824 0.000
H -0.85545 0.72452 2.55179 0.003
H -0.56468 2.30121 5.14827 0.000
H 0.34498 0.85598 4.72058 0.000
H -1.40429 0.76190 4.94333 0.001
H -2.24663 3.28534 3.49252 0.001
H -2.96794 1.73415 3.12318 0.001
H -2.27814 2.71104 1.82319 0.000
C -2.82073 -2.76737 2.62423 0.102
C -3.98213 -2.02629 2.33424 0.039
C -3.90252 -0.92212 1.53556 0.060
C -2.64803 -0.51916 1.01497 0.099
N -1.53603 -1.25144 1.31369 0.251
C -1.63282 -2.33218 2.08918 0.025
C -2.44665 0.63382 0.20796 0.166
C -3.48882 1.40812 -0.35851 0.032
C -3.21219 2.56316 -1.01956 0.104
C -1.86263 2.99572 -1.13966 0.094
C -0.88142 2.19570 -0.63555 0.050
N -1.12808 1.02786 0.00013 0.179
H -2.85054 -3.64399 3.24691 0.007
H -4.93485 -2.32602 2.74782 0.000
H -4.78545 -0.34110 1.32105 0.004
H -0.70711 -2.86433 2.27581 0.000
H -4.50916 1.06884 -0.26425 0.000
H -4.01082 3.14845 -1.44919 0.005
H -1.61115 3.92844 -1.61416 0.005
H 0.16609 2.46820 -0.71418 0.003
```

***

(2)
C41H45NP2Sn as an isolated structure, computed with the ωB97M-V functional and the def2-TZVPD basis.

* spin multiplicity: 1
* net charge: +2
* energy relative to the best compared isomer or geometry (same formula, charge and spin): 5.1337 eV
* orbital gap (spin up / spin down): 0.09105 / 0.09107 Eh

Geometry as XYZ:
```
90
Properties=species:S:1:pos:R:3:mulliken_charge:R:1
Sn -1.18894 -0.04929 0.01455 0.100
C -0.29809 2.71678 -2.83259 -0.130
C 0.83969 2.67743 -2.13043 0.661
C 1.45357 3.91471 -1.54819 -1.369
C 0.49899 4.82888 -0.64750 -1.633
C -0.63000 4.06281 -0.00038 -0.132
C -1.72424 3.64700 -0.63384 0.249
C -2.08402 4.23375 -1.95005 -1.233
C -1.05514 3.98169 -3.08619 -1.265
C -0.41573 -1.73579 1.26875 -1.046
H -0.74004 1.83685 -3.31233 0.491
H 1.52645 1.80956 -2.18945 0.290
H 1.86233 4.50886 -2.38719 0.689
H 2.30523 3.65762 -0.92440 0.092
H 1.14640 5.28888 0.13200 0.475
H 0.13642 5.65266 -1.29184 0.293
H -0.47634 3.97777 1.08097 1.288
H -2.48539 3.01444 -0.15832 -0.172
H -2.23227 5.29780 -1.80114 0.401
H -3.02115 3.81848 -2.28929 0.366
H -1.57905 3.89427 -4.04675 0.515
H -0.36254 4.82892 -3.15441 0.293
H -1.40949 -2.17062 1.42155 0.510
H 0.01889 -1.28430 2.17331 0.281
H 0.20451 -2.52551 0.81226 0.079
P 1.35503 0.01122 -0.63317 1.789
P -0.96603 1.38477 2.30396 1.081
C 1.38172 1.47541 0.40600 0.014
C 0.51353 1.94023 1.43425 -2.281
C 3.04020 -0.57176 -0.75227 0.424
C 3.99131 0.35655 -1.22790 -0.270
C 5.32464 -0.04395 -1.29560 -0.746
C 5.69486 -1.33790 -0.92296 -0.744
C 4.73027 -2.24217 -0.45620 -0.795
C 3.39577 -1.87036 -0.37165 -0.273
C 0.76767 -0.32793 -2.43503 1.011
C -0.61473 -0.39802 -2.71036 -0.904
C -1.12958 -0.87030 -3.91349 -0.601
C -0.25512 -1.31028 -4.89237 -0.864
C 1.11838 -1.15248 -4.71092 -0.580
C 1.64148 -0.65655 -3.49721 -0.662
C -0.65919 0.91884 4.00474 0.553
C 0.58788 0.36985 4.40490 -0.430
C 0.96195 0.41469 5.74376 -0.697
C 0.09494 0.89945 6.73821 -0.528
C -1.19942 1.28546 6.35105 -0.514
C -1.59598 1.25303 5.02446 -0.631
C -2.78706 1.30209 2.02824 0.033
C -3.52525 0.06960 1.91222 -0.149
C -4.86177 0.07426 1.48409 -0.790
C -5.46801 1.26804 1.04567 -0.543
C -4.79770 2.48245 1.22397 -0.438
C -3.49526 2.50060 1.72465 -0.738
H 2.37167 1.94534 0.40604 1.103
H 0.89907 2.84134 1.92716 0.906
H 3.68137 1.35682 -1.54350 0.214
H 6.06765 0.67379 -1.63852 0.465
H 6.74249 -1.64312 -1.00010 0.392
H 5.02423 -3.24011 -0.15955 0.468
H 2.61536 -2.55597 -0.03433 0.522
H -1.42239 -0.02025 -2.00999 -0.033
H -2.20672 -0.86908 -4.06694 0.555
H -0.64515 -1.74324 -5.82763 0.389
H 1.83352 -1.42054 -5.49775 0.427
H 2.72086 -0.56571 -3.35690 0.429
H 1.26681 -0.04926 3.65991 0.296
H 1.96095 0.08878 6.04533 0.381
H 0.41131 0.96494 7.78715 0.395
H -1.89014 1.64364 7.11865 0.376
H -2.61395 1.52198 4.73489 0.367
H -3.02089 -0.87388 2.09483 0.638
H -5.44301 -0.86868 1.47794 0.404
H -6.46437 1.23391 0.58973 0.445
H -5.30335 3.43479 0.98095 0.409
H -2.95064 3.43146 1.79389 0.724
C -0.63788 -5.93944 2.13410 -1.167
C -0.08898 -5.80713 0.76726 0.757
C 0.03830 -6.91260 -0.15937 -0.520
C 0.48585 -6.34710 -1.37208 -1.031
C 0.60223 -4.92993 -1.14615 0.585
C 0.92476 -3.95865 -2.18797 -0.393
N 0.30769 -4.65359 0.16300 -0.054
H -0.05363 -6.67038 2.70571 0.404
H -1.67055 -6.31184 2.08777 0.388
H -0.63219 -4.98239 2.66001 0.263
H -0.18318 -7.94366 0.08426 0.489
H 0.70346 -6.82625 -2.31095 0.493
H 1.78218 -4.30978 -2.77188 0.514
H 0.08694 -3.82803 -2.88466 0.404
H 1.16573 -2.97464 -1.78045 -0.226
```

***

(3)
A 6-piece molecular cluster, C41H46BBrCl10N5O overall, computed with the ωB97M-V functional and the def2-TZVPD basis.

* spin multiplicity: 1
* net charge: +1
* orbital gap: 0.25153 Eh

Geometry as XYZ:
```
105
Properties=species:S:1:pos:R:3:mulliken_charge:R:1
C 0.20425 -0.87243 2.39842 -1.387
C -0.43957 0.12624 1.41327 2.413
C -1.78299 0.60136 2.00409 -1.620
C 0.37904 1.40765 1.13791 -1.449
C 1.91039 1.26757 1.09547 -1.940
C 2.67734 2.10460 2.13253 0.632
B 4.23218 1.94344 1.73226 0.507
O 4.98661 0.96253 2.35703 -0.705
N 4.82320 2.76078 0.68452 0.223
C 5.05901 1.99795 -0.55354 -1.040
C 5.95384 3.57746 1.13074 -1.004
N 2.47136 1.53987 3.52066 0.031
C 3.13833 2.32247 4.46120 0.126
N 4.06975 1.74386 5.14760 0.233
N 4.85693 2.35975 6.12762 -0.858
N 2.78313 3.63345 4.58322 -0.274
C 3.01881 4.33980 3.27962 -0.809
C 2.21814 3.58049 2.23266 -0.179
Br 2.13926 4.54723 0.56121 -0.041
H -0.51176 -1.12836 3.17694 0.459
H 0.42402 -1.80679 1.88525 0.281
H 1.10126 -0.49417 2.88235 0.219
H -0.69197 -0.35079 0.47538 -1.174
H -2.37585 -0.21105 2.41455 0.386
H -2.35665 1.17913 1.28153 0.223
H -1.56456 1.28516 2.83051 0.522
H 0.05174 2.17175 1.83913 0.354
H 0.06565 1.76081 0.15539 0.398
H 2.23233 0.23049 1.18838 0.753
H 2.27364 1.59916 0.12254 0.416
H 5.87102 1.27681 2.56564 0.307
H 4.40645 2.33995 -1.35706 0.274
H 6.09193 2.06864 -0.88400 0.358
H 4.83123 0.93819 -0.40721 0.367
H 5.77464 4.64007 0.94983 0.259
H 6.88222 3.31780 0.62344 0.329
H 6.12775 3.48569 2.21115 0.364
H 1.47173 1.55398 3.72125 0.301
H 4.21785 0.75391 4.99604 0.354
H 5.08889 3.30822 5.84760 0.263
H 5.73255 1.85425 6.19970 0.306
H 3.18598 4.10356 5.38656 0.393
H 2.62708 5.34765 3.37708 0.571
H 4.07450 4.41119 3.01486 0.212
H 1.19567 3.58615 2.60113 0.656
Cl -2.99462 -0.53169 -1.11202 0.005
C -2.61156 -2.21198 -1.27452 0.266
C -1.35237 -2.64132 -1.67125 0.106
Cl -0.07851 -1.50932 -1.99294 -0.200
C -1.10200 -3.99758 -1.82411 -0.651
C -2.10225 -4.91813 -1.57142 -0.528
C -3.35563 -4.49063 -1.15719 -0.663
C -3.60994 -3.13828 -1.01118 -0.486
H -0.13586 -4.33462 -2.15882 0.694
H -1.90112 -5.97153 -1.70064 0.537
H -4.13821 -5.20956 -0.95677 0.396
H -4.58708 -2.79585 -0.70058 0.446
Cl -0.88523 -7.65451 0.60809 -0.184
C 0.50189 -8.47047 -0.02547 0.408
C 1.48995 -7.79024 -0.72282 0.230
Cl 1.40429 -6.08313 -1.01139 -0.068
C 2.59341 -8.47771 -1.20778 -0.436
C 2.70864 -9.84124 -1.00065 -0.581
C 1.72066 -10.52192 -0.30278 -0.481
C 0.62093 -9.83678 0.18401 -0.452
H 3.36035 -7.94069 -1.74970 0.449
H 3.56939 -10.37147 -1.38409 0.379
H 1.80660 -11.58667 -0.13563 0.373
H -0.15016 -10.36111 0.73048 0.403
Cl 6.66658 -6.26924 -2.14765 -0.192
C 6.29600 -4.91574 -1.14181 0.220
C 5.14308 -4.16663 -1.33763 0.300
Cl 4.02113 -4.56348 -2.58385 -0.164
C 4.87252 -3.08459 -0.51300 -0.704
C 5.74991 -2.75174 0.50455 -0.246
C 6.90231 -3.50086 0.70090 -0.642
C 7.17423 -4.58051 -0.12131 -0.411
H 3.97066 -2.50874 -0.67037 0.591
H 5.53469 -1.90877 1.14716 0.450
H 7.58996 -3.24655 1.49611 0.366
H 8.06873 -5.16866 0.02699 0.416
Cl -6.32700 3.48437 -5.23413 -0.192
C -5.32119 3.73326 -3.85178 0.539
C -4.85163 2.66610 -3.09659 0.043
Cl -5.24785 1.03613 -3.52114 -0.208
C -4.05564 2.91078 -1.98753 0.246
C -3.72910 4.20965 -1.63578 -0.712
C -4.19683 5.27384 -2.39351 -0.471
C -4.99274 5.03447 -3.50007 -0.543
H -3.69323 2.08338 -1.39738 0.132
H -3.11001 4.39048 -0.76706 0.396
H -3.94490 6.29003 -2.12305 0.386
H -5.36555 5.85739 -4.09378 0.393
Cl -11.26760 8.22384 -3.33079 -0.201
C -10.87947 6.54029 -3.38172 0.416
C -9.63026 6.09851 -3.79412 -0.011
Cl -8.39289 7.21262 -4.26840 -0.210
C -9.35054 4.74086 -3.83056 0.374
C -10.31589 3.82380 -3.45229 -0.634
C -11.56509 4.26388 -3.03591 -0.391
C -11.84515 5.61934 -3.00160 -0.498
H -8.37416 4.40751 -4.15631 0.046
H -10.09214 2.76596 -3.48424 0.383
H -12.32268 3.55193 -2.73814 0.369
H -12.81614 5.96801 -2.67954 0.392
```

***

(4)
C41H47AlN5O12 as an isolated structure, computed with the ωB97M-V functional and the def2-TZVPD basis.

* spin multiplicity: 1
* net charge: -1
* orbital gap: 0.19152 Eh

Geometry as XYZ:
```
106
Properties=species:S:1:pos:R:3:mulliken_charge:R:1
C 1.66374 -5.46042 1.53089 0.235
C 1.57488 -5.05553 0.39468 -0.659
C 1.49194 -4.57424 -0.96307 -0.678
Al 0.36420 -2.84893 -1.16985 -0.306
C 1.44055 -1.50181 -2.28669 -0.517
C 1.92258 -0.29045 -1.49839 -0.492
O 3.30458 0.07015 -1.76352 -0.419
C 4.20728 -0.52528 -0.85820 -0.348
C 4.70372 0.44614 0.20841 -1.175
C -0.06719 -1.97140 0.61403 -0.105
O -1.42156 -2.21702 1.05274 -0.350
C -1.83290 -1.33787 2.07088 -0.746
C -2.93678 -0.41237 1.58478 -0.482
C -2.52757 0.48978 0.40792 -0.131
H 1.71465 -5.94251 2.47615 0.405
H 0.99415 -5.34628 -1.55708 0.208
H 2.49085 -4.40573 -1.37311 0.309
H -0.99582 -3.27267 -1.94028 -0.402
H 0.80920 -1.21969 -3.13136 0.399
H 2.32841 -2.00639 -2.67562 0.175
H 1.32077 0.59025 -1.74713 0.075
H 1.83560 -0.42040 -0.41434 0.329
H 5.07551 -0.87339 -1.43018 0.451
H 3.77996 -1.41349 -0.38394 0.345
H 3.89284 1.03048 0.64454 0.275
H 5.19327 -0.11790 1.00743 0.408
H 5.45478 1.13447 -0.18588 0.279
H 0.01562 -0.88345 0.45076 0.065
H 0.63210 -2.20846 1.43132 0.423
H -2.22989 -1.93325 2.90899 0.365
H -0.98657 -0.77127 2.47599 0.392
H -3.23185 0.21139 2.43693 0.347
H -3.80526 -1.02490 1.33690 0.280
H -2.86465 1.51271 0.58631 -0.144
H -3.02075 0.16526 -0.50748 0.326
H -1.44860 0.53189 0.27027 -0.043
C -1.77139 7.22646 -0.72088 -0.479
C -1.47971 5.86871 -0.76314 -0.472
C -2.19734 4.98004 0.02224 -0.407
C -3.20224 5.47577 0.83332 -0.141
C -3.50617 6.82279 0.89192 -0.402
C -2.77998 7.70416 0.10790 -0.525
N -3.98489 4.53347 1.64949 0.993
O -3.67417 3.36447 1.58782 -0.653
O -4.89528 4.98182 2.32275 -0.629
H -1.20954 7.91482 -1.33877 0.333
H -0.69649 5.49790 -1.41140 0.724
H -1.97987 3.92163 -0.00370 0.590
H -4.29148 7.18177 1.54061 0.586
H -3.00295 8.76204 0.14351 0.391
C 3.84974 -7.31804 -6.85697 -0.435
C 2.55991 -7.79535 -6.66507 -0.370
C 1.66106 -7.07896 -5.88973 -0.422
C 2.07376 -5.88955 -5.32099 0.056
C 3.35357 -5.39914 -5.49489 -0.284
C 4.24601 -6.12359 -6.27013 -0.473
N 1.11738 -5.11248 -4.50530 0.931
O 0.00982 -5.58254 -4.35025 -0.579
O 1.51527 -4.06369 -4.04858 -0.455
H 4.54810 -7.87878 -7.46505 0.367
H 2.25208 -8.72727 -7.12003 0.362
H 0.65578 -7.43927 -5.72990 0.458
H 3.64769 -4.46849 -5.03220 0.479
H 5.25192 -5.75374 -6.41622 0.366
C -9.39110 7.63650 2.75744 -0.419
C -8.23365 7.13843 3.34001 -0.498
C -7.06623 7.88428 3.31410 -0.198
C -7.08426 9.12385 2.70021 0.141
C -8.22494 9.63637 2.10949 -0.439
C -9.38594 8.88163 2.14134 -0.362
N -5.84863 9.92645 2.67548 1.060
O -4.85678 9.44607 3.18660 -0.595
O -5.89303 11.01792 2.14365 -0.625
H -10.30092 7.05115 2.78187 0.375
H -8.23637 6.16682 3.81404 0.389
H -6.15986 7.50118 3.75910 0.358
H -8.20801 10.60510 1.63291 0.444
H -10.28777 9.26558 1.68438 0.365
C 4.78899 3.95115 -2.51766 -0.770
C 3.74440 3.06939 -2.26754 -0.280
C 2.47315 3.56624 -2.01856 -0.722
C 2.27768 4.93650 -2.02481 0.427
C 3.30724 5.82786 -2.27235 -0.604
C 4.57297 5.32466 -2.52062 -0.397
N 0.93239 5.47027 -1.75775 0.794
O 0.04353 4.68034 -1.51103 -0.350
O 0.78416 6.67919 -1.78613 -0.577
H 5.78111 3.56325 -2.71183 0.423
H 3.90973 1.99729 -2.25521 0.663
H 1.65477 2.89143 -1.81584 0.606
H 3.12581 6.89213 -2.26755 0.441
H 5.39161 6.00526 -2.71403 0.368
C 1.33010 -8.19080 5.34443 -0.523
C 2.23981 -8.54851 6.33142 -0.337
C 3.32779 -9.34579 6.01740 -0.369
C 3.48568 -9.76864 4.70987 0.169
C 2.59160 -9.42516 3.71233 -0.395
C 1.50383 -8.63071 4.03923 -0.497
N 4.64879 -10.60605 4.37129 1.002
O 5.40671 -10.91052 5.27277 -0.615
O 4.78210 -10.94871 3.21461 -0.603
H 0.48384 -7.56342 5.59157 0.384
H 2.10296 -8.20380 7.34736 0.365
H 4.04108 -9.63148 6.77574 0.442
H 2.73869 -9.76722 2.69890 0.430
H 0.79462 -8.34788 3.27317 0.526
```

***

Number 1: F_max 1.3 eV/Å, energy -2108.286981 hartree. Number 2: F_max 4.8 eV/Å, energy -2540.161060 hartree. Number 3: F_max 1.3 eV/Å, energy -9139.545756 hartree. Number 4: F_max 10.9 eV/Å, energy -3008.948867 hartree.